Formula: C30H81N3O12
Source: the OMol25 dataset
Level of theory: the ωB97M-V functional and the def2-TZVPD basis

Geometry as XYZ:
```
126
C30H81N3O12 the ωB97M-V functional and the def2-TZVPD basis
C 4.54 -0.12 -3.39
H -3.18 3.93 3.63
H -5.37 3.72 -0.51
H 5.50 1.50 1.02
C -9.99 6.05 -3.81
C 8.70 -5.70 5.46
H -7.80 6.95 -2.75
H 3.54 3.66 -2.82
H -5.08 0.63 -2.36
H -3.96 -4.08 3.18
H 4.52 -1.12 -3.81
H -10.74 6.56 -3.20
H 3.12 0.85 -2.43
H 6.36 -6.27 -0.20
H 6.43 -5.31 4.29
H -3.50 -2.55 1.59
H -9.46 6.69 -4.51
H 4.83 1.93 -4.19
C -0.93 3.96 -1.72
H 4.56 3.47 0.06
H -10.46 5.28 -4.43
H 1.22 2.80 -2.94
H 1.12 -0.06 0.34
H -2.77 2.80 0.79
H 1.42 4.62 -3.21
C 4.73 0.90 -4.51
H 3.24 4.58 -1.36
C 4.70 1.32 0.30
H -1.24 4.49 -2.62
H -3.82 0.11 -1.30
H 1.43 -1.34 3.86
C -2.15 -5.99 -1.62
C 6.47 -6.45 2.54
H -2.19 -3.88 -2.17
C 6.93 -6.24 4.00
C -0.17 0.11 3.46
H -1.35 -3.17 -0.31
H -5.14 -0.54 2.24
C -4.49 0.94 -1.50
C 4.48 2.58 -0.56
H 4.87 0.42 -0.29
H -0.13 -1.96 4.40
O -1.20 -1.40 0.05
H 0.82 -2.78 2.30
H 5.29 2.63 -1.29
H -0.90 -1.53 0.96
H -1.11 -6.28 -1.79
H 0.39 0.63 2.68
H -3.38 1.86 2.21
H 9.74 -5.75 5.78
H -2.52 -6.61 -0.81
H 8.35 -4.68 5.58
H 2.55 2.33 -0.47
O 0.21 -2.04 2.36
C -3.15 3.97 2.54
C -8.29 6.17 -2.16
O -9.10 5.36 -2.99
N 3.19 2.50 -1.23
H 5.45 -6.84 2.56
H -1.72 2.28 2.08
H 5.59 0.59 -5.10
H 8.16 -6.37 6.14
C 5.75 -4.20 -0.34
O -3.80 2.10 -1.67
H -8.95 6.73 -1.50
H 5.01 -1.68 -0.68
H 0.98 -0.54 -1.29
H -1.54 0.26 -1.11
H -3.80 -2.15 3.34
H 5.79 -4.49 -1.39
H 7.02 -7.30 2.13
H 4.88 -5.87 0.61
H -3.33 -4.23 -0.99
H -1.44 4.46 -0.90
H 6.11 -4.58 2.27
H -8.11 4.32 -1.18
H 6.52 -3.43 -0.27
C 0.55 0.15 -0.56
H -4.72 2.78 -3.27
C -4.52 3.19 -2.29
C -2.31 -4.49 -1.27
H 0.78 1.14 -0.96
H 3.94 0.92 -5.26
O -1.41 -4.13 -0.31
O 0.52 4.07 -1.49
H -2.74 -6.29 -2.48
C -2.72 2.66 1.87
O 4.52 -3.60 -0.06
H -6.64 4.58 -3.03
H 4.31 -2.60 -1.96
C 3.59 0.03 1.94
H -5.56 -1.58 0.90
H 4.08 -0.88 1.61
H 4.16 0.41 2.78
C 1.43 3.78 -2.51
O 3.28 0.08 -2.98
N 6.63 -5.26 1.75
H -6.47 2.72 -1.48
O 3.49 1.05 1.01
H 0.11 0.73 4.32
N -6.29 4.76 -2.10
C -5.40 -1.57 1.98
H -5.08 1.01 -0.59
H -3.85 4.03 -2.47
C 0.36 -1.37 3.62
H -1.20 2.91 -1.80
H -1.17 0.60 0.61
H -7.22 5.56 -0.34
H -6.25 -1.92 2.55
C 5.91 -5.54 0.46
C -7.48 5.20 -1.33
O 8.36 -6.17 4.11
C -5.75 3.54 -1.52
O -4.60 -3.74 2.55
H 3.26 -2.13 -0.57
C 4.25 -2.44 -0.88
C 2.91 3.72 -1.93
H -1.23 0.13 3.22
C -4.23 -2.46 2.39
C -0.95 -0.03 -0.24
H -2.43 4.73 2.25
H 6.59 -7.03 4.67
H 5.34 -0.04 -2.65
O -4.45 4.28 2.12
H 2.58 -0.25 2.25
H -4.55 5.23 2.26
```

Properties
E_HOMO ... -9.031 eV
Orbital gap ... 9.43 eV
Total charge ... 0
SMILES string ... COCCNCCOC.COCCNCCOC.COCCNCCOC.CCO.CCO.CCO.CCO.CCO.CCO
Energy relative to the best compared isomer or geometry (same formula, charge and spin) ... 301.30 kJ/mol
2S+1 ... 1

=====

Formula: C30H83Fe2N5O22P2
Source: the OMol25 dataset
Level of theory: the ωB97M-V functional and the def2-TZVPD basis

Geometry as XYZ:
```
144
C30H83Fe2N5O22P2 the ωB97M-V functional and the def2-TZVPD basis
H -2.82 1.26 5.15
H -2.39 -4.80 -3.11
C -2.17 1.80 4.46
H 6.33 -0.73 -1.24
H 5.74 -0.61 1.17
H -2.26 -0.17 -6.54
H -2.55 0.82 -4.21
Fe -1.56 -0.11 -1.14
Fe 1.04 1.31 -0.26
C 6.25 4.08 -2.09
C 5.66 0.28 0.55
H -4.63 0.91 -1.75
O -0.87 -3.61 -2.80
H -4.35 3.43 3.37
C 2.37 3.54 0.76
H -6.34 -2.12 -4.62
H -2.08 -1.78 -3.12
O -0.32 2.72 -0.53
H -6.18 0.53 -1.16
H 2.62 3.18 2.90
O 4.69 0.06 -3.44
N 2.65 2.76 -0.43
H -1.72 -5.44 -0.74
C 2.68 -4.65 1.80
H 3.61 0.01 0.67
H 2.25 0.24 2.76
H 3.11 -0.44 -4.37
H 0.53 -2.49 3.41
H -0.77 -0.45 -5.67
C -5.62 -0.11 3.54
H 7.03 1.77 1.33
C 3.74 4.37 -2.02
O 0.56 -4.85 0.67
C -3.54 3.27 2.66
H 5.20 2.50 4.37
O 4.92 3.54 -1.81
O -1.73 -1.44 2.69
C 5.97 1.52 1.33
H -1.56 -3.51 2.78
N -1.51 2.33 2.31
O -4.20 -2.11 -4.84
H -0.79 1.62 2.29
H 3.35 -4.52 0.95
H -0.55 -3.10 -2.05
P 0.48 -1.19 0.23
H -6.43 -0.69 4.00
H 3.48 2.19 -0.47
H -3.39 -1.87 -0.16
H 1.41 1.41 3.93
H 5.01 0.35 -2.58
O 3.45 -2.00 -1.47
H -4.94 0.06 4.38
H -2.86 -3.26 -2.72
C -1.80 -2.63 3.37
H -5.87 0.88 3.16
C 2.52 3.46 -1.65
O -2.24 -3.57 -0.04
H 3.83 5.33 -1.50
H 4.05 -0.45 -0.71
C -1.84 -0.70 -5.69
H 6.93 2.38 3.79
C -2.66 -0.26 -4.37
H -2.88 -2.68 3.50
H 3.84 4.68 -3.06
H 6.59 5.00 -1.61
O -0.47 -1.70 -0.92
H -3.02 -0.99 1.02
H 2.00 -2.88 2.04
H 6.65 1.00 -1.20
H -1.21 1.29 4.45
H 6.94 3.25 -1.93
O -3.77 3.30 1.22
H 2.20 2.83 -2.48
O -0.34 0.06 0.50
O -1.07 3.42 -2.90
H 3.38 2.02 1.97
H -5.71 -1.89 1.01
H -4.65 -0.33 -3.62
O -2.18 1.75 -1.06
H 3.13 4.32 0.87
O 1.70 -0.46 -0.27
H -3.02 1.07 2.63
N 4.32 0.22 -0.01
H 5.87 3.56 3.06
O -0.03 1.03 -2.02
H 2.81 0.41 -2.74
O 0.55 -2.10 1.47
H -3.00 4.19 2.90
C 3.11 -1.75 -2.83
H 0.56 0.23 2.88
C 1.43 -5.50 1.64
H -2.01 -1.75 -5.89
C -4.96 3.91 0.83
H 1.38 3.97 0.61
P -0.96 2.26 -1.89
C -5.45 -0.86 1.25
H -1.23 -1.82 5.49
H -0.99 -0.92 -3.59
H 0.94 -5.60 2.61
H -5.80 3.36 1.26
H -5.74 -2.04 -6.27
H -5.15 -0.82 -1.64
H -5.50 -3.45 -5.42
C -4.17 -0.63 -4.55
H 2.77 -1.45 -1.06
C 2.48 2.64 1.96
C -2.11 -3.99 -2.43
O -4.88 -0.89 2.56
H -0.88 -1.49 2.26
C -5.50 -2.38 -5.26
H 1.75 -6.44 1.20
H -1.17 -3.47 5.20
H -4.22 0.86 0.56
C -5.16 0.16 -1.16
H -6.43 -0.41 1.12
H -5.03 4.91 1.24
H 3.28 -5.25 2.49
C -2.33 -4.59 -1.03
C 1.42 0.90 2.97
H 5.71 2.30 0.62
H -1.08 3.10 2.81
C 6.63 0.09 -0.59
H -1.43 -3.06 -0.18
H 0.62 -3.89 0.70
C -4.52 -0.13 0.20
H 7.66 0.06 -0.23
N -3.29 -0.89 0.06
H 2.07 -2.03 -3.00
O 0.40 -2.50 4.36
C 5.89 2.58 3.53
H -3.34 -5.01 -1.11
O 2.62 -3.46 2.48
C -1.03 -2.52 4.68
O 1.32 1.89 1.99
C -2.68 2.03 3.02
H -4.53 -0.09 -5.42
H 1.83 4.31 -1.65
H -5.00 3.83 -0.25
N -1.91 -0.79 -3.18
C 3.40 -0.29 -3.33
H -2.08 2.76 4.98
H 3.79 -2.32 -3.45
O 5.52 1.50 2.69
H 6.45 4.20 -3.15
```

Properties
E_HOMO (spin up / spin down) ... -0.830 / -0.833 eV
Orbital gap (spin up / spin down) ... 4.68 / 4.69 eV
Total charge ... -2
2S+1 ... 9

=====

Formula: C30H83N5O14
Source: the OMol25 dataset
Level of theory: the ωB97M-V functional and the def2-TZVPD basis

Geometry as XYZ:
```
132
C30H83N5O14 the ωB97M-V functional and the def2-TZVPD basis
O -4.41 -4.42 5.18
O -1.22 2.43 -0.35
H -5.97 1.14 -0.69
H 0.08 -3.07 2.36
O 3.83 3.02 0.10
H -0.95 -0.95 2.71
C -0.96 -1.35 1.68
H 0.38 1.37 7.05
H 1.17 4.33 -5.63
C 0.01 0.64 0.60
H 5.27 2.46 1.39
C -3.96 3.08 3.36
H 4.78 -4.18 -0.06
C 5.15 3.17 0.58
H -5.23 -4.18 5.62
N 1.16 4.40 -1.06
H -2.86 -3.14 5.36
O -2.00 -2.74 5.17
C 4.16 -3.74 0.73
C 2.95 -3.75 -8.23
H -2.88 -5.18 2.56
H 3.40 -3.95 -5.70
H -1.69 2.98 -2.29
N -3.99 2.84 1.91
H -0.29 6.11 -3.55
H 4.34 3.55 -1.78
O 1.34 0.87 5.37
H -6.57 2.18 1.61
H -0.36 -0.03 6.19
H 0.81 -2.66 -5.57
H 0.32 3.87 -0.90
N 2.39 -4.01 -5.76
H 1.60 0.34 -2.30
H 0.25 4.01 3.11
C -6.67 0.44 -0.24
H 3.47 0.64 1.01
C 1.53 -2.13 -9.18
C -2.16 2.85 -1.30
N 2.91 -0.69 2.48
H 1.16 -0.20 7.13
H 1.84 6.26 -1.76
O 4.64 -2.48 1.14
H 3.14 -3.68 0.33
H 4.15 -4.41 1.59
H 4.75 -1.00 -0.30
O 1.66 5.65 -4.10
H 3.18 -2.29 -3.70
H 2.02 1.18 2.88
O -4.71 -2.51 2.24
H -6.09 1.04 2.90
H 1.56 -1.18 -9.71
H 2.81 -0.90 -1.97
O 2.71 -2.37 -8.49
H 0.63 -2.15 -8.55
H 0.48 5.94 -5.78
H 0.06 1.18 1.56
H 0.18 4.42 -3.38
H -4.38 1.44 0.47
H 3.98 -3.81 -7.87
H -1.21 0.50 -1.09
C -2.62 2.71 3.97
O -4.80 -7.04 3.96
H 1.68 -3.22 -3.31
H 4.84 0.05 1.96
H -3.90 -3.02 2.13
C 4.07 -1.37 0.47
H 3.05 -1.50 0.09
H 2.11 -1.01 5.02
H 5.32 4.17 0.99
O -1.93 -3.42 2.32
H 1.35 -2.90 -9.96
C 2.20 3.51 -1.59
C 2.53 0.36 3.39
C 0.95 5.63 -1.79
O -6.48 0.19 1.13
H 1.01 -0.93 1.47
H 0.08 6.05 -1.28
H -2.68 3.75 -0.97
O -1.65 3.40 3.22
H 0.01 2.21 3.49
C 2.12 -2.43 -3.93
C -5.96 1.31 1.86
H -3.02 2.96 1.62
H -7.70 0.77 -0.42
H -6.55 -0.51 -0.77
C -0.79 -2.85 1.70
H 0.66 -0.55 4.08
C 0.54 5.46 -3.27
C 1.38 5.39 -5.44
H -4.94 -2.66 3.16
H 5.89 2.97 -0.20
H -4.15 4.14 3.56
H -4.88 -7.37 3.06
H -1.92 -1.11 1.24
C -1.86 -4.82 2.48
H 1.00 -4.14 -7.30
H 2.20 5.70 -6.08
H 0.82 0.95 -0.07
H -4.75 2.52 3.87
H -2.40 1.63 4.04
C -0.31 3.23 3.63
H -2.54 3.06 5.02
H 3.29 -1.47 3.01
C -4.47 1.50 1.56
H -0.55 -3.25 0.71
H -1.26 -5.10 3.35
H 1.93 2.46 -1.46
C 1.78 -0.74 -2.31
H -1.70 -3.19 4.38
N 0.16 -0.78 0.93
H 2.36 -1.84 -5.94
H -0.20 3.53 4.69
H 2.79 -4.30 -9.16
C 1.89 -2.67 -5.40
C -1.27 1.03 -0.13
H 2.11 -5.44 -7.29
H -2.18 0.78 0.41
H -3.87 0.70 2.03
C 0.58 0.47 6.47
C 1.62 -0.19 4.47
C 2.07 -4.35 -7.14
O 1.50 -1.17 -3.62
H 1.08 -1.17 -1.59
H 3.39 0.78 3.93
H 3.63 4.90 -0.81
H 2.26 3.68 -2.68
H -5.24 -7.70 4.50
H -2.94 2.10 -1.50
H -1.38 -5.29 1.61
H -4.54 -5.33 4.87
C 3.90 -0.25 1.48
C 3.58 3.83 -1.04
```

Properties
E_HOMO ... -8.215 eV
Orbital gap ... 8.30 eV
Total charge ... 0
SMILES string ... COCCNCCOC.COCCNCCOC.COCCNCCOC.COCCNCCOC.COCCNCCOC.O.O.O.O
Energy relative to the best compared isomer or geometry (same formula, charge and spin) ... 145.09 kJ/mol
2S+1 ... 1

=====

| no. | energy (hartree) |
| --- | --- |
| 1 | -2258.47772 |
| 2 | -6332.12486 |
| 3 | -2519.70850 |